{"formula": "C23H51F3N3O11S3", "method": "ωB97M-V/def2-TZVPD", "elements": ["C", "O", "C", "C", "C", "C", "C", "C", "C", "C", "C", "N", "C", "N", "N", "C", "O", "C", "F", "F", "F", "C", "H", "H", "H", "H", "H", "H", "H", "H", "H", "H", "H", "H", "H", "H", "H", "H", "H", "H", "H", "H", "H", "H", "H", "H", "H", "H", "H", "O", "S", "O", "O", "C", "C", "C", "H", "H", "H", "H", "H", "H", "H", "H", "O", "S", "O", "O", "C", "C", "C", "H", "H", "H", "H", "H", "H", "H", "H", "O", "S", "O", "O", "C", "C", "C", "H", "H", "H", "H", "H", "H", "H", "H"], "xyz": [[7.13682, -1.54530, 1.12240], [7.18413, -0.13875, 1.07703], [8.36470, 0.32214, 0.43898], [8.37389, 1.83971, 0.42244], [7.04016, 2.45238, -0.07011], [6.24410, 3.07548, 1.06824], [4.92278, 3.71349, 0.64232], [4.41530, 4.74404, 1.67608], [2.89458, 4.75973, 1.85120], [2.34210, 3.39751, 2.33460], [1.84721, 3.49738, 3.76764], [1.17446, 2.22346, 4.23528], [0.99627, 1.32641, 3.16739], [1.36100, 0.08335, 3.37899], [0.44595, 1.77564, 2.01022], [-0.06821, 0.79812, 1.06238], [-1.32631, 1.28921, 0.59707], [-1.65701, 0.92994, -0.67178], [-1.43407, -0.37324, -0.88764], [-2.93756, 1.19830, -0.85158], [-0.93536, 1.61080, -1.58262], [1.23431, 2.90466, 1.39108], [7.19026, -1.98186, 0.11776], [7.95964, -1.95121, 1.72328], [6.19658, -1.84353, 1.58660], [8.41469, -0.07068, -0.58654], [9.23938, -0.06149, 0.98071], [9.18631, 2.17981, -0.22364], [8.59536, 2.22331, 1.42354], [6.45806, 1.65910, -0.54929], [7.25462, 3.20505, -0.83433], [6.86185, 3.86164, 1.52033], [6.06341, 2.31627, 1.83735], [5.06206, 4.23200, -0.31209], [4.15978, 2.94183, 0.48840], [4.77367, 5.73895, 1.40701], [4.84331, 4.47885, 2.65185], [2.39320, 5.08146, 0.93335], [2.62895, 5.50342, 2.60622], [3.17044, 2.67680, 2.31687], [2.69647, 3.66413, 4.43465], [1.17086, 4.33579, 3.88887], [0.23017, 2.52491, 4.48294], [1.59979, -0.18630, 4.32285], [1.46791, -0.60303, 2.64908], [0.60961, 0.64564, 0.21611], [-0.24277, -0.16406, 1.54416], [1.67452, 2.54768, 0.45858], [0.54568, 3.72762, 1.19003], [-0.39417, 5.94788, 2.15467], [-1.50723, 6.13892, 3.04774], [-1.57702, 5.31305, 4.21663], [-2.83776, 6.01574, 2.20332], [-2.99914, 4.80312, 1.42513], [-3.42523, 3.61015, 2.25572], [-1.65469, 7.82793, 3.49337], [-2.06926, 4.61654, 0.88449], [-3.76190, 5.04002, 0.68792], [-2.66234, 3.32289, 2.97808], [-3.60606, 2.76391, 1.59312], [-4.33968, 3.83012, 2.80463], [-1.60918, 8.43478, 2.59361], [-0.81947, 8.05357, 4.15325], [-2.59722, 7.96318, 4.01674], [-6.10148, -3.43610, -4.74730], [-4.68965, -3.63064, -4.86775], [-4.03912, -4.59680, -4.03562], [-3.96955, -2.21935, -4.69695], [-4.29463, -1.44948, -3.52138], [-3.66529, -2.00329, -2.25862], [-4.24930, -3.91590, -6.54341], [-5.37915, -1.37445, -3.42937], [-3.91378, -0.45248, -3.73638], [-4.07935, -2.97849, -2.00752], [-3.85941, -1.32819, -1.42635], [-2.59157, -2.12552, -2.38968], [-4.72535, -3.16402, -7.16598], [-4.61480, -4.90975, -6.79321], [-3.16719, -3.87825, -6.63150], [-3.64098, -10.36783, -3.37610], [-5.05574, -10.14847, -3.40989], [-5.63682, -9.46929, -4.52652], [-5.48893, -9.43171, -2.06068], [-4.79144, -8.21457, -1.70045], [-5.20282, -7.01988, -2.53369], [-5.90942, -11.66202, -3.14461], [-3.71687, -8.39519, -1.75881], [-5.04310, -8.06041, -0.65285], [-4.91301, -7.13959, -3.57378], [-4.72445, -6.12082, -2.15375], [-6.28510, -6.88918, -2.50141], [-5.48016, -12.16321, -2.28208], [-5.77120, -12.25853, -4.04346], [-6.96305, -11.44490, -2.99358]], "lowdin_charge": [-0.12, -0.21, -0.25, -0.17, -0.20, -0.23, -0.21, -0.19, -0.16, -0.29, -0.11, 0.09, -0.32, 0.28, 0.04, -0.12, 0.07, -0.71, 0.17, 0.20, 0.17, -0.04, 0.09, 0.09, 0.08, 0.13, 0.12, 0.11, 0.11, 0.11, 0.11, 0.12, 0.12, 0.12, 0.10, 0.12, 0.11, 0.12, 0.12, 0.14, 0.13, 0.11, 0.14, 0.15, 0.14, 0.15, 0.14, 0.14, 0.12, -0.29, 0.57, -0.28, -0.25, -0.23, -0.06, -0.11, 0.10, 0.13, 0.06, 0.07, 0.09, 0.08, 0.08, 0.08, -0.27, 0.57, -0.28, -0.26, -0.24, -0.08, -0.11, 0.12, 0.12, 0.07, 0.07, 0.08, 0.08, 0.08, 0.08, -0.28, 0.56, -0.28, -0.27, -0.24, -0.08, -0.12, 0.11, 0.12, 0.07, 0.06, 0.09, 0.07, 0.08, 0.08], "lumo_ev": -3.4, "e_tot_ha": -3392.77497, "charge": 1, "homo_ev": -11.7}